w:
Below is a cluster of 8 separate species, H16O8 in total, with properties calculated with wB97M-V/def2-TZVPD.

Last column: Mulliken charge in e.
Element x y z (Å)
O (2.29820, -1.20111, -1.56461)  -0.660
H (2.48020, -0.46814, -0.96730)  0.295
H (2.08379, -1.93453, -0.97689)  0.331
O (2.67504, 1.90552, -0.01428)  -0.641
H (2.22729, 2.61521, 0.46704)  0.310
H (3.50086, 2.29570, -0.33030)  0.281
O (-0.27916, 0.31966, 0.52949)  -0.632
H (0.55840, 0.79264, 0.50938)  0.240
H (-0.53626, 0.22114, -0.40815)  0.389
O (-1.71602, 0.33073, -1.86953)  -0.606
H (-2.01436, 1.25080, -1.83085)  0.338
H (-1.50986, 0.17808, -2.80293)  0.232
O (-1.71735, 0.67799, 3.10192)  -0.631
H (-1.26898, 0.31385, 2.32230)  0.351
H (-2.08807, -0.08530, 3.55719)  0.323
O (-4.34716, -0.17404, -0.47317)  -0.623
H (-3.51495, 0.22855, -0.75565)  0.302
H (-4.25305, -0.29125, 0.47888)  0.312
O (3.67160, -0.42056, 1.20658)  -0.620
H (3.25034, 0.42120, 0.93871)  0.387
H (4.61948, -0.26294, 1.14786)  0.301
O (-1.31838, -2.55045, -0.98791)  -0.609
H (-1.23037, -1.61585, -1.21858)  0.315
H (-1.57123, -2.54691, -0.05920)  0.316

Calculated values
SMILES ... O.O.O.O.O.O.O.O

***

x:
Below is a cluster of 8 separate species, H16O8 in total, with properties calculated with wB97M-V/def2-TZVPD.

Last column: Mulliken charge in e.
Element x y z (Å)
O (1.74642, -2.55883, 0.30417)  -0.617
H (2.35490, -2.47634, -0.43703)  0.312
H (1.29412, -1.70049, 0.34696)  0.347
O (0.77915, 0.15729, 0.89871)  -0.723
H (-0.17018, 0.34058, 0.77578)  0.294
H (1.23739, 0.98910, 0.65613)  0.434
O (1.57316, 2.69234, 0.11567)  -0.704
H (0.63521, 2.78882, -0.09650)  0.338
H (1.76334, 3.41340, 0.72975)  0.310
O (-2.22967, -2.06647, 0.90324)  -0.655
H (-1.89828, -1.42415, 0.26128)  0.276
H (-3.10675, -2.30336, 0.57805)  0.294
O (-0.96070, -1.53848, -2.29825)  -0.606
H (-0.51848, -2.33602, -2.60890)  0.309
H (-0.90455, -1.59853, -1.34120)  0.331
O (3.27442, 2.16562, -2.33531)  -0.650
H (2.83449, 2.25581, -1.47819)  0.373
H (3.10730, 2.99929, -2.78562)  0.297
O (-1.67537, -0.63176, 3.17975)  -0.669
H (-2.24288, -1.15850, 2.57549)  0.387
H (-0.84968, -0.50760, 2.69890)  0.330
O (-1.76846, 0.54140, -0.11966)  -0.585
H (-2.01633, 0.83788, -1.00687)  0.275
H (-2.25859, 1.11901, 0.48367)  0.302

Calculated values
SMILES ... O.O.O.O.O.O.O.O

***

y:
Below is a cluster of 8 separate species, H16O8 in total, with properties calculated with wB97M-V/def2-TZVPD.

Last column: Mulliken charge in e.
Element x y z (Å)
O (-0.81767, -1.50408, 2.71721)  -0.643
H (-0.74067, -2.43108, 2.84621)  0.296
H (-1.73367, -1.32908, 2.84821)  0.285
O (-0.60567, -0.55108, -0.34079)  -0.588
H (-0.84667, -0.55508, 0.61521)  0.289
H (-1.09167, 0.08692, -0.79879)  0.252
O (-1.23867, 2.56792, -0.30179)  -0.703
H (-0.31867, 2.43292, 0.02821)  0.359
H (-1.54967, 3.40492, 0.07821)  0.284
O (-1.22967, 2.51292, -3.00479)  -0.632
H (-1.36067, 2.60092, -2.06979)  0.398
H (-1.40667, 3.35192, -3.45679)  0.289
O (0.78133, -1.39208, -2.42979)  -0.633
H (0.89633, -2.31808, -2.42379)  0.289
H (0.26233, -1.12208, -1.63179)  0.437
O (2.09633, 1.38992, -0.84479)  -0.588
H (2.65233, 1.52592, -0.12479)  0.299
H (1.86633, 0.48592, -0.68879)  0.282
O (1.31333, 0.28792, 2.34321)  -0.590
H (1.81633, 0.30592, 3.17421)  0.302
H (0.56633, -0.26408, 2.64921)  0.335
O (0.34533, -3.15708, 0.63421)  -0.590
H (0.74933, -3.61508, -0.08279)  0.268
H (-0.40567, -2.71508, 0.26521)  0.300

Calculated values
SMILES ... O.O.O.O.O.O.O.O

***

z:
Below is a cluster of 8 separate species, H16O8 in total, with properties calculated with wB97M-V/def2-TZVPD.

Last column: Mulliken charge in e.
Element x y z (Å)
H (-0.98012, 1.57634, -0.78270)  0.487
H (-0.62845, 2.36184, 0.50892)  0.409
H (-0.69211, -0.27670, -1.89214)  0.492
H (-0.67088, 0.73916, -3.07895)  0.312
H (1.74282, 2.04911, 1.69715)  0.313
H (1.02799, 0.74800, 1.59075)  0.440
H (-1.82193, 0.74005, 0.78965)  0.446
H (-2.90541, -0.22741, 1.46194)  0.318
H (0.56797, -1.25774, 1.54032)  0.400
H (-0.59632, -0.52581, 2.22731)  0.463
H (-0.38845, -2.09957, -1.00803)  0.375
H (-1.65059, -1.38003, -0.51398)  0.398
H (1.73813, -1.20715, -0.47780)  0.489
H (2.12417, -2.62214, 0.07303)  0.277
H (1.90482, 0.83982, -0.35955)  0.420
H (1.28251, 0.36180, -1.72760)  0.421
O (-1.45228, 2.18835, -0.02943)  -0.829
O (-0.39099, 0.66653, -2.13231)  -0.835
O (1.12934, 1.65697, 1.05717)  -0.817
O (-1.93661, -0.21265, 1.17014)  -0.804
O (0.45571, -0.58737, 2.29340)  -0.809
O (-1.22199, -1.68700, -1.32462)  -0.784
O (1.37145, -2.03224, -0.02712)  -0.772
O (1.99122, 0.18782, -1.05553)  -0.810

Calculated values
SMILES ... O.O.O.O.O.O.O.O

***

The structure with the most favorable energy is z; the runner-up is 1.183 eV above it.

***

w:
Below is a cluster of 8 separate species, H16O8 in total, with properties calculated with wB97M-V/def2-TZVPD.

Last column: Mulliken charge in e.
Element x y z (Å)
O (2.69352, 0.35556, 2.17092)  -0.617
H (3.53725, 0.73883, 1.91603)  0.301
H (2.28552, 0.09564, 1.33949)  0.340
O (-2.14290, -0.25192, -2.74453)  -0.612
H (-1.52624, -0.99060, -2.69830)  0.315
H (-2.86435, -0.50168, -2.15873)  0.289
O (-0.53216, 2.19810, -3.38166)  -0.649
H (-0.84361, 1.71211, -4.15081)  0.308
H (-0.73930, 1.60500, -2.64981)  0.348
O (-2.42219, 1.16450, 0.19264)  -0.618
H (-1.91580, 0.40369, -0.13974)  0.302
H (-3.15595, 0.78253, 0.68326)  0.309
O (0.34880, -2.55172, 2.31189)  -0.572
H (-0.23313, -2.19979, 2.99149)  0.289
H (0.85359, -3.25408, 2.73186)  0.284
O (-0.58568, 0.37934, 2.52448)  -0.550
H (-1.44451, 0.32359, 2.95402)  0.255
H (-0.64764, 1.17113, 1.97700)  0.301
O (2.71903, 0.64986, -0.82521)  -0.625
H (3.16539, -0.18728, -0.99829)  0.336
H (3.26697, 1.30705, -1.26783)  0.280
O (-0.26130, -0.76585, -0.27030)  -0.570
H (0.51508, -0.67853, -0.83458)  0.253
H (-0.07039, -1.50546, 0.32670)  0.304

Calculated values
SMILES ... O.O.O.O.O.O.O.O

***

x:
Below is a cluster of 8 separate species, H16O8 in total, with properties calculated with wB97M-V/def2-TZVPD.

Last column: Mulliken charge in e.
Element x y z (Å)
O (1.95217, 2.54558, 1.04592)  -0.713
H (1.18217, 3.27358, 0.68192)  0.362
H (2.07217, 1.95758, 0.21392)  0.437
O (-0.40983, -0.87242, 2.46792)  -0.681
H (0.28217, -0.97642, 3.07292)  0.298
H (-0.57683, 0.04358, 2.39192)  0.445
O (-3.12483, -2.98042, -0.44008)  -0.663
H (-2.36283, -2.53542, -0.98308)  0.436
H (-3.19083, -3.86142, -0.19608)  0.267
O (-0.25383, 1.77358, -1.80508)  -0.564
H (-1.11383, 2.03558, -1.94508)  0.303
H (-0.34683, 0.99258, -1.35308)  0.313
O (2.75517, 0.92958, -1.03408)  -0.681
H (2.97917, 1.17258, -1.89908)  0.330
H (1.83117, 0.50658, -1.05908)  0.311
O (0.57017, -0.55842, -0.16808)  -0.705
H (0.15917, -0.66642, 0.86592)  0.364
H (0.20717, -1.36542, -0.58408)  0.338
O (-0.76783, -2.40642, -1.82108)  -0.743
H (-0.45083, -3.24442, -1.63608)  0.323
H (-0.28483, -2.22742, -2.66408)  0.322
O (-0.61683, 1.70858, 2.16092)  -0.601
H (-0.52683, 2.31958, 2.90192)  0.281
H (0.03617, 2.43558, 1.78492)  0.220

Calculated values
SMILES ... O.O.O.O.O.O.O.O

***

y:
Below is a cluster of 8 separate species, H16O8 in total, with properties calculated with wB97M-V/def2-TZVPD.

Last column: Mulliken charge in e.
Element x y z (Å)
O (-1.34789, 1.88900, 2.01609)  -0.659
H (-1.26648, 2.06896, 1.06948)  0.358
H (-0.41158, 1.83552, 2.26279)  0.331
O (2.77987, 1.42036, 0.11078)  -0.654
H (1.86070, 1.69584, -0.06257)  0.375
H (3.15705, 1.20710, -0.75084)  0.298
O (-2.39062, -3.83183, -1.25624)  -0.628
H (-2.17771, -2.88509, -1.27392)  0.332
H (-1.98374, -4.20175, -2.04827)  0.309
O (-0.00129, 2.31033, -0.59091)  -0.670
H (-0.11382, 3.10142, -1.13722)  0.273
H (-0.29532, 1.56243, -1.13300)  0.329
O (2.62084, -1.77109, -1.18216)  -0.646
H (2.20862, -1.06048, -0.66353)  0.332
H (1.97909, -2.48915, -1.14031)  0.315
O (-0.07257, -0.53708, 0.31524)  -0.538
H (-0.86262, -1.09685, 0.34466)  0.249
H (-0.13069, 0.00897, 1.12084)  0.314
O (1.41597, 0.95506, 2.66547)  -0.621
H (2.24828, 0.97723, 2.16734)  0.322
H (1.59208, 0.43346, 3.45741)  0.288
O (-2.91535, -0.81981, -1.16954)  -0.615
H (-2.34075, -0.04684, -1.23150)  0.307
H (-3.55205, -0.72573, -1.89009)  0.299

Calculated values
SMILES ... O.O.O.O.O.O.O.O

***

The structure with the most favorable energy is y; the runner-up is 0.592 eV above it.

***

w:
Below is a cluster of 2 separate species, C17H17ClN2O3 in total, with properties calculated with wB97M-V/def2-TZVPD.

Last column: Mulliken charge in e.
Element x y z (Å)
Cl (-0.92060, 4.43151, 1.53306)  -0.194
C (0.07508, 3.10128, 1.11992)  0.410
C (0.36601, 2.12090, 2.07973)  -0.912
C (1.21610, 1.07174, 1.75706)  -0.423
C (1.81815, 0.98207, 0.47843)  0.920
C (2.74932, -0.06566, 0.18846)  0.800
C (3.27227, -0.34453, -1.18609)  -0.428
C (4.12572, -1.65652, -1.03174)  -0.849
C (3.94343, -2.01954, 0.41222)  -0.445
C (3.15404, -1.09397, 1.07318)  -0.595
C (1.43390, 1.93725, -0.49942)  -0.212
C (0.59519, 2.99484, -0.17860)  -0.896
H (-0.08516, 2.18629, 3.06515)  0.422
H (1.41970, 0.29525, 2.49182)  0.234
H (2.42452, -0.51687, -1.87097)  0.540
H (3.87158, 0.48169, -1.60412)  0.054
H (3.72249, -2.41609, -1.71321)  0.372
H (5.17571, -1.49583, -1.32218)  0.379
H (4.38644, -2.90975, 0.85212)  0.445
H (2.86887, -1.12321, 2.12430)  0.395
H (1.80756, 1.83255, -1.51716)  0.349
H (0.32629, 3.73358, -0.92702)  0.429
C (4.67466, 3.93931, 3.78194)  -1.136
N (4.80924, 3.52079, 2.41071)  0.067
C (4.97676, 2.14326, 2.13376)  0.409
O (4.87399, 1.34650, 3.08591)  -0.752
C (5.19609, 1.81308, 0.78857)  -0.882
C (5.01025, 2.72923, -0.25393)  0.555
O (4.86767, 2.44740, -1.46238)  -0.786
N (4.94470, 4.08884, 0.12580)  0.074
C (4.90857, 5.10339, -0.89727)  -1.151
C (4.75301, 4.51758, 1.43933)  0.922
O (4.54888, 5.70100, 1.71895)  -0.709
H (4.52247, 5.01663, 3.77180)  0.376
H (3.82642, 3.42954, 4.24747)  0.297
H (5.58267, 3.69160, 4.34168)  0.312
H (5.40408, 0.78660, 0.54256)  0.613
H (4.75270, 6.05135, -0.38619)  0.386
H (5.85906, 5.12308, -1.44047)  0.311
H (4.09800, 4.90345, -1.60388)  0.300

***

x:
Below is the molecule C17H17ClN2O3, with properties calculated with wB97M-V/def2-TZVPD.

Last column: Mulliken charge in e.
Element x y z (Å)
C (2.00562, 4.75399, -3.57373)  -1.402
C (1.18092, 3.53240, -3.84363)  0.855
C (0.94714, 2.59788, -2.85192)  -0.533
C (0.17979, 1.46135, -3.10256)  0.551
C (-0.36090, 1.26051, -4.36385)  -0.571
C (-0.12525, 2.19822, -5.35786)  -0.655
C (0.63508, 3.32163, -5.10737)  -0.631
H (0.81029, 4.04340, -5.89117)  0.403
H (-0.54680, 2.04019, -6.33958)  0.364
H (-0.96102, 0.39244, -4.58551)  0.413
O (0.01996, 0.61467, -2.03724)  -0.208
C (-0.71521, -0.57453, -2.23382)  -0.584
C (-0.65178, -1.31292, -0.89808)  0.383
O (-1.55244, -1.36751, -0.10233)  -0.539
O (0.55705, -1.82713, -0.73801)  -0.111
N (0.78979, -2.54922, 0.46513)  -0.699
C (0.84704, -1.86693, 1.54108)  0.537
N (0.80272, -0.52271, 1.66508)  -0.335
H (0.66075, -0.12156, 2.57542)  0.241
H (0.55808, 0.04896, 0.87269)  0.233
C (1.03512, -2.65011, 2.80953)  -0.754
C (-0.10520, -2.41345, 3.76718)  0.278
C (0.12903, -2.29882, 5.13149)  -0.357
C (-0.91484, -2.09609, 6.01680)  -0.709
C (-2.20774, -2.00052, 5.52927)  0.414
C (-2.46176, -2.10814, 4.17110)  -0.806
C (-1.41089, -2.31643, 3.29690)  -0.025
H (-1.60941, -2.39459, 2.23832)  0.389
H (-3.47142, -2.02988, 3.80066)  0.437
Cl (-3.51716, -1.74065, 6.62926)  -0.218
H (-0.72772, -2.01038, 7.07558)  0.408
H (1.13762, -2.37238, 5.51195)  0.349
H (1.08861, -3.70756, 2.54420)  0.352
H (1.98091, -2.36145, 3.27258)  0.336
H (-1.76430, -0.36060, -2.47140)  0.467
H (-0.26071, -1.19473, -3.01602)  0.411
H (1.35582, 2.72845, -1.86154)  0.321
H (2.36706, 4.76294, -2.54906)  0.342
H (2.86148, 4.78811, -4.24639)  0.331
H (1.41467, 5.65315, -3.74315)  0.326

Calculated values
SMILES ... Cc1cccc(OCC(=O)O/N=C(\N)Cc2ccc(Cl)cc2)c1

***

The structure with the most favorable energy is w; the runner-up is 0.238 eV above it.

***

w:
Below is a cluster of 3 separate species, C4H10O2 in total, with properties calculated with wB97M-V/def2-TZVPD.

Last column: Löwdin spin population.
Element x y z (Å)
C (0.54344, -1.67093, 1.17784)  0.313
C (-0.17522, -0.56994, 1.28800)  0.134
C (-1.48441, -0.39286, 0.75987)  0.134
C (-1.90604, 0.66153, 0.03868)  0.358
H (0.04688, -2.60003, 0.83613)  0.010
H (1.62135, -1.71461, 1.31285)  0.013
H (0.34934, 0.35335, 1.49705)  0.001
H (-2.19238, -1.21141, 0.92006)  0.001
H (-2.85898, 0.69855, -0.46585)  0.015
H (-1.19956, 1.50555, 0.08037)  0.011
H (2.78934, 1.58378, -0.37441)  0.000
H (2.15598, 2.57575, 0.56361)  0.000
O (2.26675, 1.69958, 0.36152)  0.000
H (-0.35623, 0.26514, -2.05893)  0.003
H (0.61883, -0.89061, -3.04132)  0.000
O (-0.21909, -0.29283, -2.89546)  0.007

Calculated values
2S+1 ... 2
Net charge ... +1

***

x:
Below is a cluster of 2 separate species, C4H10O2 in total, with properties calculated with wB97M-V/def2-TZVPD.

Last column: Löwdin spin population.
Element x y z (Å)
O (-1.10172, -0.75696, 0.38264)  0.621
C (-0.13852, -1.42675, 0.25269)  0.142
C (0.88443, -1.25996, -0.84823)  0.112
C (2.00591, -0.29088, -0.41895)  0.019
C (2.00665, 0.95747, -1.28053)  0.008
H (0.03049, -2.22680, 1.01965)  0.078
H (0.36532, -0.89305, -1.72056)  0.000
H (1.27255, -2.24879, -1.06054)  0.004
H (2.95319, -0.82000, -0.52773)  0.008
H (1.96554, -0.01380, 0.62230)  0.005
H (2.77640, 1.64534, -0.92543)  0.003
H (2.15634, 0.68205, -2.31196)  0.000
H (1.06133, 1.49227, -1.19166)  0.002
H (-3.20943, 1.45973, 0.92394)  0.000
H (-2.72656, 2.84949, 1.34014)  0.000
O (-3.00506, 2.00177, 1.69983)  0.000

Calculated values
2S+1 ... 2
Net charge ... +1

***

The structure with the most favorable energy is x; the runner-up is 0.825 eV above it.